(1)
47
Properties=species:S:1:pos:R:3 method="wB97M-V/def2-TZVPD" homo_energy_ev=-7.963 smiles="COC(=O)N[C@@H](C)/C=C/c1cnc(Oc2ccc(OC(C)C)cc2)s1" charge=0 de_lowest_kj_mol=474.5 fmax_ev_per_a=4.6 spin_multiplicity=1 lumo_energy_ev=0.14
H 0.9478 -4.5914 6.9977
H 0.5943 6.3863 -3.5491
N 1.8374 -1.9638 -2.0128
S 0.5615 -0.3728 -0.3524
C 1.5984 -2.4447 1.3611
H 2.4809 -1.2833 4.5269
H -0.5168 -3.2807 1.0983
O 0.1153 5.3841 -5.3466
C 0.3812 -0.0209 -2.0289
H 3.2595 -1.3885 2.4681
C -1.1016 -2.6034 7.2738
O -1.1125 4.6665 -3.5094
H 1.3343 -4.0067 5.3794
C 0.4585 -1.9572 3.9628
N -0.7360 3.2217 -5.1965
H -3.2359 1.0808 -5.4347
C -0.3310 -2.8934 5.9958
H -0.9949 1.6006 -1.8500
C 0.3672 6.6449 -4.6511
O 0.1072 -1.7441 5.2675
H -1.8115 -1.8096 7.0731
H -2.0530 1.2233 -6.7257
H -0.0521 2.9492 -5.8388
H -0.4065 -2.1743 8.0416
C 0.9757 -3.6320 6.3319
H -3.0826 2.6758 -6.0896
C 1.8285 -1.6671 3.7044
H -0.3995 7.4354 -4.7504
H -1.3683 -2.5546 3.0995
C 2.3182 -1.7760 2.3650
H -2.1577 2.6024 -3.8396
C -1.5117 2.1572 -4.5995
C -0.7449 1.0086 -3.8997
H 1.6367 -3.0127 6.8780
C -0.5645 0.9420 -2.5265
O 2.2407 -2.5992 0.1831
C 0.2280 -2.6945 1.6957
H 1.2655 7.1482 -5.1237
H -0.2320 0.3159 -4.5400
H -1.5576 -3.4922 7.7974
C 1.6743 -1.7602 -0.7649
C 1.1224 -1.0335 -2.7649
C -2.4971 1.7810 -5.8265
C -0.3685 -2.3496 2.8807
C -0.6154 4.4875 -4.6075
H -0.9204 -3.4655 5.2935
H 1.0382 -1.1396 -3.8466


(2)
74
Properties=species:S:1:pos:R:3 method="wB97M-V/def2-TZVPD" homo_energy_ev="-12.233 / -14.047" charge=+2 de_lowest_kj_mol=769.5 fmax_ev_per_a=11.8 spin_multiplicity=4 lumo_energy_ev="-8.00 / -8.52"
H 5.2711 -0.5326 0.2620
H -1.8619 2.3873 -1.6970
C -1.2556 1.4666 -1.5679
O 0.0896 1.9903 0.8342
C 1.7924 0.7540 3.3152
H 0.1395 -2.0717 -0.9155
C -1.4387 -2.7270 1.6457
H -0.1203 2.1250 -3.2502
C 1.2932 1.0217 -2.0312
H 2.7954 1.0401 2.9405
C 3.5589 2.7376 0.2596
H 3.9095 0.1284 -0.7087
P 4.4933 1.5073 1.2660
C 1.3994 -3.5943 0.7991
Cl -0.8363 4.7637 -0.4229
C -1.3061 0.1138 2.9604
C 1.2082 -0.2517 2.4296
H 5.5506 0.8850 -0.8183
H -2.7966 1.0718 -2.9689
H -2.0135 -0.8898 -4.1193
C -0.2542 3.0116 1.5588
C -1.3084 -0.3572 -3.4672
C 3.3288 -1.7102 2.3569
C 1.0338 -2.2732 1.3515
H 3.8579 3.7259 0.6493
H 1.5691 -4.3213 1.6070
H -4.5193 -2.5926 -2.1610
H -1.3184 -3.3180 2.5688
H -2.9553 -2.9597 -1.4029
H -3.1293 -0.7134 0.8582
H 3.8096 2.6682 -0.8113
H -1.0004 1.0578 3.4215
C 0.0800 1.9508 -2.1874
H 1.5957 0.6311 -3.0185
C -3.4615 -2.2986 -2.1180
H 1.9110 0.3639 4.3413
C -0.2204 -0.4458 2.1194
H 0.6190 -3.9893 0.1379
H -1.5553 4.6863 1.8437
H -1.4639 -3.4198 0.7944
C 1.0280 -0.0974 -1.0664
P -3.3727 -0.6113 -1.5411
H 2.3238 -3.5371 0.2112
H 3.7320 -2.4855 1.6914
C 4.8277 0.3854 -0.1510
H 1.8985 -0.4871 -0.5314
H -3.0254 -2.4522 -3.1112
H 3.9715 -0.8187 2.3008
H 2.4773 2.5895 0.4287
H -5.1510 0.6390 -2.5640
H -2.2122 0.3004 2.3823
O 0.2768 3.3451 2.6192
H -2.3969 -2.2173 1.6998
C -2.4813 -0.5078 -0.0020
H -1.5356 1.6852 -0.4425
H 0.2998 2.9392 -1.7627
H -5.7507 -0.5664 -1.4101
C 1.9270 -1.3808 1.9923
H 0.6205 -1.3376 -3.4331
C -0.3261 -1.3492 -2.8690
Re -0.6302 0.2252 -0.0802
C -4.9664 0.1821 -1.5837
Cl -2.8925 2.9751 0.8389
H 3.3803 -2.1192 3.3833
C -2.0847 0.4472 -2.4088
H -5.0256 0.9549 -0.8105
H 2.1392 1.6089 -1.6643
H -1.5483 -0.6031 3.7574
H -0.7726 0.3322 -4.1295
H 1.1788 1.6602 3.3666
H -0.7068 -2.3753 -2.9856
C -0.3035 -1.7886 1.5337
C -0.0169 -1.0944 -1.3826
C -1.3721 3.9375 1.0696


(3)
48
Properties=species:S:1:pos:R:3 method="wB97M-V/def2-TZVPD" homo_energy_ev=-9.841 smiles=CC(C)O.CC(C)O.CO.CO.CO.CO charge=0 de_lowest_kj_mol=197.0 fmax_ev_per_a=3.0 spin_multiplicity=1 lumo_energy_ev=0.57
H 17.4318 10.3414 10.4878
O 16.8587 12.9524 11.8237
O 18.6357 8.6701 10.5427
H 16.6160 15.1058 11.8362
O 13.5987 8.5656 13.3851
H 16.9842 14.2515 13.4149
H 16.8758 13.2814 17.0564
C 13.1075 6.5277 14.7096
C 18.0243 9.7728 12.4613
H 16.3533 12.2857 12.2945
H 18.8488 10.4856 12.4502
O 14.6079 11.1838 13.0353
H 16.1519 8.4716 14.6506
H 13.4431 11.6504 14.6308
H 18.3350 8.8890 13.0185
H 17.2945 10.2802 13.0923
H 15.4216 14.2478 12.7081
H 15.9589 8.1438 10.0768
H 13.8963 12.2236 10.6187
H 16.4022 7.7141 11.7682
C 14.1995 7.4634 14.0899
C 14.3084 12.0345 14.0905
C 15.3184 7.9250 15.0917
H 13.3397 5.4685 14.5981
C 13.7687 11.2743 10.0984
H 19.3908 9.2374 10.7146
H 16.9721 12.9504 19.2320
H 12.8027 12.1094 8.6616
C 16.4988 12.3752 17.5305
H 13.0003 6.7018 15.7802
H 14.2415 10.3079 13.1774
H 15.6326 7.0251 15.6204
O 16.1424 12.6518 18.8523
H 15.1707 12.1915 14.7385
C 16.2978 8.5203 11.0420
H 15.6194 11.9842 17.0189
H 12.7910 8.2057 13.0114
H 17.2346 11.5714 17.5565
H 13.4625 10.5703 10.8722
H 14.8616 8.5923 15.8227
C 16.4800 14.2149 12.4492
H 13.9339 12.9424 13.6176
H 15.4980 9.1587 11.4173
H 14.6809 10.9154 9.6216
O 12.6957 11.3067 9.1773
C 17.5846 9.4021 11.0192
H 12.1338 6.7099 14.2547
H 14.7491 6.8635 13.3646


Please write out number 1 again, unchanged.
47
Properties=species:S:1:pos:R:3 method="wB97M-V/def2-TZVPD" homo_energy_ev=-7.963 smiles="COC(=O)N[C@@H](C)/C=C/c1cnc(Oc2ccc(OC(C)C)cc2)s1" charge=0 de_lowest_kj_mol=474.5 fmax_ev_per_a=4.6 spin_multiplicity=1 lumo_energy_ev=0.14
H 0.9478 -4.5914 6.9977
H 0.5943 6.3863 -3.5491
N 1.8374 -1.9638 -2.0128
S 0.5615 -0.3728 -0.3524
C 1.5984 -2.4447 1.3611
H 2.4809 -1.2833 4.5269
H -0.5168 -3.2807 1.0983
O 0.1153 5.3841 -5.3466
C 0.3812 -0.0209 -2.0289
H 3.2595 -1.3885 2.4681
C -1.1016 -2.6034 7.2738
O -1.1125 4.6665 -3.5094
H 1.3343 -4.0067 5.3794
C 0.4585 -1.9572 3.9628
N -0.7360 3.2217 -5.1965
H -3.2359 1.0808 -5.4347
C -0.3310 -2.8934 5.9958
H -0.9949 1.6006 -1.8500
C 0.3672 6.6449 -4.6511
O 0.1072 -1.7441 5.2675
H -1.8115 -1.8096 7.0731
H -2.0530 1.2233 -6.7257
H -0.0521 2.9492 -5.8388
H -0.4065 -2.1743 8.0416
C 0.9757 -3.6320 6.3319
H -3.0826 2.6758 -6.0896
C 1.8285 -1.6671 3.7044
H -0.3995 7.4354 -4.7504
H -1.3683 -2.5546 3.0995
C 2.3182 -1.7760 2.3650
H -2.1577 2.6024 -3.8396
C -1.5117 2.1572 -4.5995
C -0.7449 1.0086 -3.8997
H 1.6367 -3.0127 6.8780
C -0.5645 0.9420 -2.5265
O 2.2407 -2.5992 0.1831
C 0.2280 -2.6945 1.6957
H 1.2655 7.1482 -5.1237
H -0.2320 0.3159 -4.5400
H -1.5576 -3.4922 7.7974
C 1.6743 -1.7602 -0.7649
C 1.1224 -1.0335 -2.7649
C -2.4971 1.7810 -5.8265
C -0.3685 -2.3496 2.8807
C -0.6154 4.4875 -4.6075
H -0.9204 -3.4655 5.2935
H 1.0382 -1.1396 -3.8466